Entry from the Open Molecules 2025 dataset: a 2-piece molecular cluster, C24H28Cl2N6O4S overall (wB97M-V/def2-TZVPD).

As for the SMILES: O=C(CCl)Nc1ccc2c(Nc3cc(O)ccc3Cl)ncnc2c1.CNC(=O)[C@H](CCSC)NC(C)=O. The value obtained for the lowest unoccupied orbital energy is -0.08 eV. For the HOMO-LUMO gap, the calculation gives 8.4 eV. Its HOMO energy is -8.50 eV.

Structure (ORCA input):
```
! RIJCOSX wB97M-V def2-TZVPD def2/J DEFGRID3
* xyz 0 1
O 3.97 10.30 2.55
C 5.03 9.80 2.90
C 6.05 10.71 3.57
Cl 7.32 9.76 4.44
N 5.35 8.48 2.67
C 4.58 7.45 2.14
C 5.27 6.32 1.69
C 4.60 5.21 1.19
C 3.19 5.21 1.14
C 2.44 4.14 0.67
N 3.10 3.08 0.07
C 2.49 1.87 -0.25
C 2.47 0.83 0.68
C 2.00 -0.44 0.32
O 2.03 -1.47 1.22
C 1.53 -0.65 -0.97
C 1.52 0.39 -1.91
C 2.01 1.65 -1.55
Cl 2.04 2.92 -2.75
N 1.12 4.16 0.68
C 0.52 5.26 1.13
N 1.16 6.34 1.58
C 2.49 6.32 1.59
C 3.18 7.43 2.07
H 5.54 11.37 4.27
H 6.53 11.33 2.80
H 6.31 8.24 2.93
H 6.36 6.29 1.74
H 5.18 4.35 0.86
H 3.64 3.44 -0.71
H 2.86 1.02 1.67
H 2.32 -1.15 2.08
H 1.16 -1.64 -1.24
H 1.15 0.22 -2.91
H -0.57 5.27 1.13
H 2.58 8.27 2.42
C -7.77 -6.82 -2.39
N -6.37 -6.76 -2.00
C -5.89 -6.05 -0.97
O -6.63 -5.38 -0.26
C -4.39 -6.10 -0.63
C -3.66 -4.89 -1.22
C -2.24 -4.71 -0.67
S -1.33 -3.30 -1.35
C -2.26 -1.91 -0.66
N -3.66 -7.36 -0.93
C -3.48 -7.94 -2.11
C -2.66 -9.21 -2.12
O -3.94 -7.51 -3.16
H -7.89 -7.39 -3.31
H -8.15 -5.80 -2.54
H -8.36 -7.29 -1.59
H -5.69 -7.24 -2.58
H -4.35 -5.98 0.45
H -3.61 -4.98 -2.31
H -4.23 -3.99 -0.98
H -2.29 -4.61 0.41
H -1.66 -5.61 -0.90
H -2.30 -1.99 0.43
H -1.77 -0.97 -0.93
H -3.28 -1.91 -1.06
H -3.23 -7.82 -0.14
H -2.55 -9.56 -3.14
H -3.18 -9.97 -1.53
H -1.68 -9.01 -1.69
*
```

=====

Entry from the Open Molecules 2025 dataset: C43H35O8Ru as an isolated structure (wB97M-V/def2-TZVPD).

The expectation value of S² is 8.759. The value obtained for the lowest unoccupied orbital energy (alpha / beta) is 4.18 / 4.18 eV. For the HOMO-LUMO gap (alpha / beta), the calculation gives 5.5 / 7.2 eV. As for the energy above the lowest of the compared OMol25 structures with the same formula, charge and spin: 21.93 kJ/mol. Its HOMO energy (alpha / beta) is -1.31 / -3.00 eV.

Structure (ORCA input):
```
! RIJCOSX wB97M-V def2-TZVPD def2/J DEFGRID3
* xyz -2 6
Ru -0.25 -0.26 0.79
C 0.66 0.06 -5.75
C 1.02 1.06 -4.67
C 1.66 2.32 -5.24
O -0.14 1.43 -3.93
C -0.04 0.93 -2.58
C 1.49 0.84 -2.43
O 1.89 0.43 -3.75
C 2.16 -0.08 -1.38
O 1.54 0.14 -0.18
C 2.11 -1.63 -1.74
C 3.40 -2.34 -2.28
C 3.34 -2.91 -3.66
C 2.18 -3.13 -4.27
C 0.92 -2.79 -3.61
C 0.89 -2.08 -2.48
C 3.63 0.37 -1.24
C 4.45 0.70 -2.32
C 5.77 1.10 -2.13
C 6.29 1.18 -0.85
C 5.48 0.87 0.24
C 4.17 0.48 0.04
C -0.86 1.83 -1.61
O -1.05 1.18 -0.42
C -0.13 3.17 -1.35
C 0.18 3.51 -0.03
C 0.87 4.68 0.26
C 1.27 5.53 -0.75
C 0.97 5.21 -2.07
C 0.28 4.04 -2.36
C -2.27 2.06 -2.23
C -2.54 2.83 -3.37
C -3.84 2.98 -3.84
C -4.90 2.37 -3.18
C -4.65 1.61 -2.05
C -3.35 1.46 -1.58
H 0.03 0.53 -6.51
H 0.11 -0.77 -5.30
H 1.57 -0.33 -6.21
H 0.92 2.89 -5.81
H 2.49 2.05 -5.89
H 2.03 2.94 -4.42
H -0.51 -0.05 -2.53
H 1.86 1.85 -2.24
H 4.28 -1.70 -2.21
H 4.28 -3.16 -4.16
H 2.15 -3.56 -5.27
H -0.01 -3.13 -4.06
H -0.06 -1.88 -2.01
H 4.06 0.62 -3.33
H 6.38 1.36 -2.98
H 7.32 1.50 -0.69
H 5.87 0.94 1.25
H 3.51 0.28 0.88
H -0.12 2.83 0.75
H 1.10 4.90 1.29
H 1.82 6.44 -0.52
H 1.29 5.86 -2.88
H 0.10 3.79 -3.39
H -1.74 3.30 -3.91
H -4.02 3.58 -4.72
H -5.91 2.49 -3.55
H -5.46 1.13 -1.52
H -3.15 0.89 -0.69
O -3.18 0.14 3.83
C -2.22 0.11 3.08
O -2.21 -0.33 1.87
C -0.83 0.67 3.57
O -0.70 1.13 4.69
O 0.13 0.59 2.69
C 3.08 -4.75 -1.31
C 3.38 -3.31 -1.06
C 2.23 -2.49 -0.43
C 0.98 -3.21 0.03
C -0.10 -2.48 0.57
C -1.23 -3.22 0.97
C -1.30 -4.60 0.82
C -0.24 -5.29 0.24
C 0.89 -4.59 -0.16
C 1.96 -5.32 -0.86
H 3.82 -5.34 -1.84
H 4.31 -3.24 -0.49
H 2.58 -1.86 0.39
H -2.07 -2.70 1.40
H -2.18 -5.14 1.15
H -0.29 -6.36 0.09
H 1.79 -6.38 -1.03
*
```

=====

Number 1: electronic energy -2879.5018 Eh. Number 2: electronic energy -2356.3747 Eh.